No. 1
Entry from the OMol25 dataset: a single C2H4O2S2 molecule at a distorted geometry (wB97M-V/def2-TZVPD).

Last column: Mulliken charge in e.
Positions of all 10 atoms, in Å:
1 C 1.420 -1.565 -0.840  0.112
2 C -1.421 1.187 0.673  -0.856
3 O 1.921 -3.118 -1.462  -0.553
4 O 0.928 1.297 -0.372  -0.477
5 S 0.020 -1.535 -0.105  -0.085
6 S 0.295 0.586 0.707  0.508
7 H 2.268 -0.941 -0.966  0.377
8 H -2.073 1.476 -0.226  0.316
9 H -2.022 0.510 1.353  0.339
10 H -1.338 2.103 1.239  0.319

Summary:
- HOMO-LUMO gap (alpha / beta) (eV) = 8.055 / 8.066
- molar mass (g/mol) = 124.19

No. 2
Entry from the OMol25 dataset: C54H107O28S13Tl as an isolated structure at a distorted geometry (wB97M-V/def2-TZVPD).

Last column: Mulliken charge in e.
Positions of all 203 atoms, in Å:
1 Tl -0.320 2.595 1.710  0.962
2 C 6.611 -0.024 1.646  -0.695
3 C -0.307 -1.806 -0.941  1.075
4 O -0.120 -1.731 -2.150  -0.427
5 O -0.199 -2.058 0.159  -0.806
6 H 7.219 0.026 0.759  0.365
7 H 5.612 0.207 1.402  0.287
8 H 6.880 0.659 2.452  0.281
9 C 0.718 -5.284 -2.785  0.447
10 C 1.657 -6.184 -3.547  -0.628
11 C 2.683 -6.803 -2.543  -0.827
12 S 2.800 -5.547 -1.232  1.164
13 O 4.128 -4.902 -1.102  -0.811
14 O 2.207 -6.047 0.020  -0.833
15 C 1.680 -4.385 -1.911  0.891
16 H -0.039 -5.797 -2.157  0.339
17 H 0.145 -4.594 -3.329  -0.668
18 H 2.172 -5.597 -4.313  0.290
19 H 1.210 -6.984 -4.144  0.471
20 H 3.605 -6.967 -3.158  0.366
21 H 2.376 -7.793 -2.120  0.401
22 H 2.362 -3.727 -2.476  -0.728
23 H 1.261 -3.832 -1.013  -0.239
24 C 2.850 -0.196 -2.995  1.588
25 C 4.352 -0.310 -3.247  -0.713
26 C 4.614 -1.670 -3.901  -0.459
27 S 3.346 -1.870 -5.099  1.052
28 O 2.703 -3.155 -4.895  -0.542
29 O 3.642 -1.579 -6.449  -0.756
30 C 2.307 -0.637 -4.273  -0.572
31 H 2.563 0.821 -2.725  -0.327
32 H 2.508 -0.987 -2.293  -0.719
33 H 4.804 -0.190 -2.239  0.272
34 H 4.739 0.499 -3.861  0.354
35 H 4.476 -2.501 -3.202  -0.079
36 H 5.627 -1.841 -4.324  0.581
37 H 1.296 -1.024 -4.215  0.015
38 H 2.272 0.241 -4.969  0.495
39 C 6.207 -4.694 1.738  -1.003
40 C 4.821 -4.791 2.231  0.048
41 C 4.516 -3.343 2.624  -0.393
42 S 5.433 -2.262 1.488  1.115
43 O 6.773 -1.447 2.174  -0.340
44 O 4.481 -1.501 0.652  -0.174
45 C 6.194 -3.643 0.583  -0.509
46 H 6.762 -5.552 1.431  0.485
47 H 6.751 -4.195 2.566  0.323
48 H 4.755 -5.450 3.104  0.504
49 H 4.253 -5.077 1.357  -0.134
50 H 5.109 -3.252 3.568  0.430
51 H 3.503 -3.102 2.729  -0.089
52 H 7.154 -3.284 0.226  0.474
53 H 5.613 -3.890 -0.262  0.244
54 C -1.109 -6.767 2.533  -0.694
55 C -0.598 -6.937 3.941  -0.686
56 C -0.328 -5.493 4.522  -1.000
57 S 0.108 -4.445 3.151  1.309
58 O 1.517 -4.071 3.176  -0.605
59 O -0.798 -3.306 3.049  -0.754
60 C -0.262 -5.623 1.857  0.232
61 H -2.193 -6.466 2.445  0.270
62 H -1.029 -7.649 1.949  0.444
63 H 0.259 -7.541 4.131  0.313
64 H -1.406 -7.361 4.556  0.366
65 H 0.477 -5.380 5.294  0.426
66 H -1.244 -5.092 4.944  0.405
67 H 0.606 -5.994 1.361  0.041
68 H -0.873 -4.975 1.170  -0.080
69 C -3.398 -5.499 -5.735  -0.644
70 C -2.171 -4.741 -5.801  -0.430
71 C -2.359 -3.591 -4.830  -0.375
72 S -3.222 -4.213 -3.360  1.350
73 O -4.358 -3.316 -3.172  -0.612
74 O -2.294 -4.463 -2.289  -0.530
75 C -3.784 -5.724 -4.158  -0.920
76 H -3.335 -6.445 -6.205  0.431
77 H -4.169 -4.810 -6.098  0.293
78 H -1.990 -4.316 -6.815  0.374
79 H -1.304 -5.345 -5.551  0.109
80 H -2.933 -2.775 -5.305  0.504
81 H -1.386 -3.197 -4.516  -0.262
82 H -4.870 -5.871 -4.091  0.366
83 H -3.247 -6.549 -3.676  0.438
84 C -3.637 -1.269 3.436  -0.063
85 C -4.202 -0.827 4.799  -0.809
86 C -3.793 0.630 4.889  -0.534
87 S -2.009 0.658 4.436  0.669
88 O -1.248 0.175 5.550  -0.623
89 O -1.625 1.909 3.852  -0.296
90 C -2.192 -0.590 3.158  1.187
91 H -4.317 -0.920 2.666  -0.237
92 H -3.454 -2.336 3.352  0.176
93 H -3.667 -1.371 5.561  0.367
94 H -5.257 -0.930 4.919  0.454
95 H -3.812 1.170 5.867  0.514
96 H -4.206 1.291 4.101  0.007
97 H -1.324 -1.283 3.219  -0.436
98 H -2.207 0.019 2.266  -0.125
99 C -5.560 -3.872 -0.061  -0.803
100 C -6.901 -3.548 -0.797  -0.805
101 C -6.715 -2.231 -1.516  -0.644
102 S -5.622 -1.335 -0.440  1.037
103 O -6.425 -1.141 0.760  -0.793
104 O -4.866 -0.262 -1.022  -0.398
105 C -4.619 -2.704 -0.091  0.924
106 H -5.050 -4.714 -0.575  0.198
107 H -5.770 -4.181 0.976  0.394
108 H -7.680 -3.521 0.002  0.325
109 H -7.035 -4.301 -1.519  0.392
110 H -7.718 -1.724 -1.548  0.535
111 H -6.338 -2.278 -2.560  0.298
112 H -4.077 -2.545 0.873  -0.052
113 H -3.926 -2.839 -0.948  -0.671
114 C 3.827 6.852 2.734  -0.659
115 C 2.508 7.443 2.103  -0.834
116 C 1.628 6.348 1.538  0.763
117 S 2.170 4.832 2.318  0.631
118 O 2.633 3.942 1.201  -0.433
119 O 1.093 4.312 3.190  -0.782
120 C 3.518 5.532 3.347  -0.999
121 H 4.161 7.551 3.493  0.437
122 H 4.566 6.812 1.946  0.224
123 H 2.724 8.114 1.279  0.344
124 H 2.088 8.015 2.943  0.470
125 H 1.920 6.183 0.498  -0.973
126 H 0.533 6.482 1.671  0.289
127 H 4.332 4.889 3.492  0.561
128 H 3.001 5.624 4.293  0.420
129 C 3.283 -0.516 6.285  -0.511
130 C 1.959 -1.375 6.199  -1.043
131 C 1.368 -1.380 4.795  1.730
132 S 2.065 0.085 4.080  0.526
133 O 1.214 0.989 3.475  -0.435
134 O 3.155 -0.326 3.229  -0.361
135 C 2.877 0.745 5.577  -0.808
136 H 4.003 -1.009 5.652  0.075
137 H 3.691 -0.383 7.280  0.444
138 H 1.237 -0.898 6.829  0.391
139 H 2.164 -2.416 6.489  0.401
140 H 0.267 -1.411 4.797  -0.370
141 H 1.718 -2.165 4.156  -1.001
142 H 2.207 1.432 6.125  0.337
143 H 3.691 1.371 5.087  0.363
144 C -2.289 3.063 -3.389  -0.985
145 C -2.921 1.815 -2.950  -0.073
146 C -1.918 0.704 -2.635  -0.713
147 S -0.364 1.601 -2.479  1.371
148 O 0.456 1.276 -3.633  -0.693
149 O 0.246 1.364 -1.188  -0.166
150 C -1.015 3.238 -2.567  -0.576
151 H -3.011 3.902 -3.458  0.369
152 H -1.999 2.983 -4.413  0.476
153 H -3.700 1.473 -3.610  0.634
154 H -3.317 2.055 -1.934  -0.253
155 H -1.696 0.045 -3.467  0.296
156 H -2.162 0.203 -1.706  -0.112
157 H -0.268 3.882 -3.004  0.625
158 H -1.143 3.474 -1.522  -0.208
159 C -6.660 4.228 -0.081  -0.770
160 C -6.726 2.732 -0.059  -0.416
161 C -6.247 2.329 1.347  -0.075
162 S -4.834 3.303 1.541  1.217
163 O -3.670 2.660 0.926  0.127
164 O -4.647 3.701 2.925  -0.883
165 C -5.428 4.730 0.632  -0.140
166 H -7.592 4.629 0.447  0.206
167 H -6.676 4.680 -1.117  0.388
168 H -6.156 2.211 -0.815  -0.036
169 H -7.735 2.398 -0.214  0.557
170 H -5.842 1.332 1.333  -0.340
171 H -6.886 2.585 2.172  0.432
172 H -4.641 4.970 -0.053  -0.440
173 H -5.479 5.486 1.374  0.564
174 C -0.654 8.619 -1.244  -0.553
175 C -2.075 9.056 -0.834  -0.776
176 C -2.482 8.028 0.229  -0.993
177 S -1.984 6.479 -0.567  1.105
178 O -2.964 6.159 -1.563  -0.712
179 O -1.628 5.454 0.430  -0.111
180 C -0.672 7.160 -1.613  -0.104
181 H -0.039 8.726 -0.322  0.012
182 H -0.177 9.286 -1.890  0.566
183 H -2.825 9.142 -1.629  0.272
184 H -2.036 10.075 -0.444  0.447
185 H -3.492 7.848 0.451  0.576
186 H -1.865 8.026 1.152  0.333
187 H -1.046 6.911 -2.626  0.480
188 H 0.314 6.727 -1.499  -0.169
189 C 3.648 3.728 -3.063  0.305
190 C 4.629 4.623 -3.825  -0.876
191 C 4.695 5.963 -3.070  -0.883
192 S 3.629 5.859 -1.637  1.140
193 O 2.312 6.257 -2.173  -0.746
194 O 4.144 6.509 -0.428  -0.634
195 C 3.649 4.067 -1.578  -0.146
196 H 3.972 2.711 -3.306  -0.316
197 H 2.598 3.861 -3.359  0.124
198 H 4.307 4.668 -4.855  0.403
199 H 5.608 4.145 -3.755  0.328
200 H 4.328 6.837 -3.586  0.484
201 H 5.678 6.080 -2.678  0.384
202 H 2.767 3.731 -1.012  -0.075
203 H 4.571 3.817 -1.047  0.440

Summary:
- charge = +2
- HOMO-LUMO gap (eV) = 9.128
- molar mass (g/mol) = 1825.68

No. 3
Entry from the OMol25 dataset: a 2-piece molecular cluster, C4H12NO2 overall at a distorted geometry (wB97M-V/def2-TZVPD).

Last column: Mulliken charge in e.
Positions of all 19 atoms, in Å:
1 C -0.498 -0.277 1.445  -0.666
2 O -1.389 -0.664 0.492  -0.884
3 C 1.014 -0.418 1.013  -0.662
4 C 1.220 0.144 -0.353  -0.394
5 C 0.565 1.567 -0.629  -0.737
6 N -0.893 1.663 -0.797  -0.668
7 H -0.731 0.759 1.705  0.357
8 H -0.650 -1.022 2.303  0.329
9 H 1.615 0.040 1.780  0.341
10 H 1.085 -1.535 1.132  0.329
11 H 2.324 0.370 -0.580  0.316
12 H 0.939 -0.603 -1.161  0.174
13 H 1.071 1.989 -1.507  0.397
14 H 0.747 2.182 0.288  0.254
15 H -1.313 0.684 -0.745  0.366
16 H -0.934 1.893 -1.786  0.266
17 H -0.958 -1.682 -0.481  0.457
18 H -2.079 -2.573 -0.986  0.249
19 O -1.135 -2.516 -1.135  -0.824

Summary:
- charge = -1
- HOMO-LUMO gap (eV) = 7.601
- molar mass (g/mol) = 106.14